1.
Computed, not measured: an isolated ion of composition C9H13N2 and charge +1, with ωB97M-V/def2-TZVPD.

Properties
HOMO-LUMO gap = 8.24 eV
SMILES = C\C1=C/C=C\C=C\C/[NH+]=C\N1
energy above the lowest of the compared OMol25 structures with the same formula, charge and spin = 84.8 kcal per mole
HOMO energy = -12.220 eV
max |F| = 4.1 eV/A

The geometry in ORCA input format:
```
! RIJCOSX wB97M-V def2-TZVPD def2/J DEFGRID3
* xyz 1 1
C 1.3247 0.8954 2.2817
H -2.6995 1.8772 -1.2426
H -1.7850 3.0206 -0.4715
H 0.1868 -2.9534 -1.3410
C -0.5824 -1.1719 -1.7383
H -1.0193 -1.6761 -2.5596
C 1.3006 -2.1284 0.0242
N -0.9199 0.1851 -1.6752
C -2.0565 2.0295 -0.4346
N 0.2024 -2.0307 -1.0266
H 2.1876 -1.7135 -0.4424
H 1.4900 1.3450 3.2011
H -1.3615 0.4510 -2.5269
C 0.2955 1.1594 0.0404
H 2.8497 -0.2919 1.3421
H 0.1625 2.6662 1.7181
C 1.8596 -0.4293 1.7754
C 1.0043 -1.3359 1.2721
H -2.5305 1.8340 0.5822
H 1.5191 -3.1884 0.1067
H -0.0401 -1.3084 1.4572
C -0.8315 1.1895 -0.6847
C 0.6251 1.7104 1.4258
H 1.1136 0.4021 -0.1285
*
```

Charges in e, computed with natural (NBO), in the same order as the atoms: number 1, C, carries -0.18; number 2, H, carries 0.22; number 3, H, carries 0.24; number 4, H, carries 0.42; number 5, C, carries 0.40; number 6, H, carries 0.22; number 7, C, carries -0.25; number 8, N, carries -0.52; number 9, C, carries -0.64; number 10, N, carries -0.52; number 11, H, carries 0.22; number 12, H, carries 0.23; number 13, H, carries 0.42; number 14, C, carries -0.19; number 15, H, carries 0.22; number 16, H, carries 0.23; number 17, C, carries -0.18; number 18, C, carries -0.18; number 19, H, carries 0.25; number 20, H, carries 0.24; number 21, H, carries 0.21; number 22, C, carries 0.12; number 23, C, carries -0.21; number 24, H, carries 0.21

---

2.
Computed, not measured: one molecule with the formula C23H26N2O6, with ωB97M-V/def2-TZVPD.

Properties
HOMO-LUMO gap = 7.97 eV
SMILES = CCOc1ccc([C@H]2C(C(=O)c3ccco3)=C(O)C(=O)N2CCN2CCOCC2)cc1
energy above the lowest of the compared OMol25 structures with the same formula, charge and spin = 511.8 kcal per mole
HOMO energy = -8.256 eV
max |F| = 13.4 eV/A

The geometry in ORCA input format:
```
! RIJCOSX wB97M-V def2-TZVPD def2/J DEFGRID3
* xyz 0 1
H 0.3942 1.1430 -5.1382
O 2.1757 -0.8058 3.2424
C 1.4118 -1.0374 0.5857
H 0.5065 1.1922 3.1882
H 1.5871 -3.0165 4.2001
H -1.5590 2.1291 -0.8768
C 4.1776 3.7974 -3.0812
C -1.4057 -2.2613 2.7610
H -3.3099 0.2210 -1.3170
O 0.3894 3.7642 -0.6144
H -4.0806 -0.0951 3.1701
C -0.7250 1.3009 -1.2939
H -1.7783 -2.2575 -1.3332
H 5.0210 3.2763 -3.5783
H -2.4335 0.2062 2.5708
H -2.6185 -3.4535 1.0331
C 2.1609 -3.1084 3.1811
H 4.5820 5.5719 -2.5711
N -2.3504 -1.4113 0.3355
H 1.5429 -3.2957 2.1742
C -0.1089 1.1969 1.1254
H -3.7271 0.1374 0.6890
H 2.7614 -3.9690 3.2145
C 2.0947 3.6386 -2.1485
C 0.6687 0.7477 2.1491
C -2.7665 -0.3873 -1.8010
C -3.4447 -0.9170 1.1265
C -0.0501 2.0074 -2.1707
C 0.7429 3.2770 -1.6258
C 2.9269 -1.9298 3.1206
H -3.0278 -0.8164 -2.8989
C 1.3991 -0.3662 2.0148
C -2.4656 -1.6657 -0.9211
C -3.2832 -0.4688 2.7130
H -0.9286 -2.9891 0.7101
H -0.6220 -1.5046 2.6246
C 0.0707 1.5364 -3.3295
H -1.3395 -3.1565 3.0180
C 0.6518 -0.3114 -0.3460
H -4.4457 -1.6448 1.1138
O -2.6351 -1.9777 3.1640
C -1.8073 -2.5638 1.0551
H -3.2375 -2.4158 -1.1018
C 3.8684 4.8645 -2.5028
O 0.9327 1.5938 -4.3430
H 2.7737 1.6993 -3.2619
H 0.8412 -0.8712 -1.2403
O -1.1362 -0.4377 -4.3898
O 2.5827 4.9475 -1.9611
H 3.4802 -1.7718 2.1661
C -0.2734 0.8632 -0.1313
C -0.8735 0.3596 -3.2548
H 3.6664 -1.9211 4.0120
H -0.6540 2.2011 1.4430
N -1.5937 0.2103 -2.2687
C 3.0780 2.7179 -2.9623
H 2.1926 -1.7724 0.5614
*
```

Charges in e, computed with natural (NBO), in the same order as the atoms: number 1, H, carries 0.53; number 2, O, carries -0.52; number 3, C, carries -0.29; number 4, H, carries 0.24; number 5, H, carries 0.23; number 6, H, carries 0.22; number 7, C, carries -0.30; number 8, C, carries -0.02; number 9, H, carries 0.19; number 10, O, carries -0.51; number 11, H, carries 0.19; number 12, C, carries 0.03; number 13, H, carries 0.22; number 14, H, carries 0.25; number 15, H, carries 0.19; number 16, H, carries 0.15; number 17, C, carries -0.63; number 18, H, carries 0.21; number 19, N, carries -0.49; number 20, H, carries 0.20; number 21, C, carries -0.11; number 22, H, carries 0.18; number 23, H, carries 0.22; number 24, C, carries 0.16; number 25, C, carries -0.33; number 26, C, carries -0.21; number 27, C, carries -0.22; number 28, C, carries -0.22; number 29, C, carries 0.53; number 30, C, carries -0.07; number 31, H, carries 0.26; number 32, C, carries 0.35; number 33, C, carries -0.20; number 34, C, carries -0.04; number 35, H, carries 0.18; number 36, H, carries 0.19; number 37, C, carries 0.30; number 38, H, carries 0.18; number 39, C, carries -0.18; number 40, H, carries 0.17; number 41, O, carries -0.56; number 42, C, carries -0.26; number 43, H, carries 0.15; number 44, C, carries 0.09; number 45, O, carries -0.65; number 46, H, carries 0.27; number 47, H, carries 0.22; number 48, O, carries -0.77; number 49, O, carries -0.39; number 50, H, carries 0.16; number 51, C, carries -0.14; number 52, C, carries 0.56; number 53, H, carries 0.19; number 54, H, carries 0.21; number 55, N, carries -0.34; number 56, C, carries -0.23; number 57, H, carries 0.23

---

3.
Computed, not measured: C30H37GeN3NaO3S2 as an isolated structure, with ωB97M-V/def2-TZVPD.

Properties
HOMO-LUMO gap = 6.92 eV
HOMO energy = -4.646 eV
max |F| = 1.7 eV/A

The geometry in ORCA input format:
```
! RIJCOSX wB97M-V def2-TZVPD def2/J DEFGRID3
* xyz -1 1
H 2.2736 -4.2842 -0.1218
H -2.3368 -0.3987 5.8480
O -1.5221 0.5192 0.7841
C -1.7381 0.2317 2.0193
C 2.1562 -4.5157 -1.1769
H -6.9133 -2.1067 -2.7161
H -4.5705 -2.9279 -2.9233
H -0.6723 -1.7265 4.6247
H -2.2527 2.1614 -3.6006
H 1.9997 3.7433 -4.5128
H -6.2868 -1.7145 -4.3212
C 2.8042 4.3349 -2.5979
H -0.5722 -7.2104 -3.8064
N 0.9224 -2.2856 0.0880
C -2.2778 1.7562 -1.4846
C 0.8555 -5.2008 -1.4736
Na 0.4337 0.8452 0.4996
O 2.2053 1.4781 0.9913
C 2.7866 4.0683 -1.2416
H 1.6516 -1.2276 3.3844
C 0.7226 -5.9893 -2.6141
C -4.1242 4.2481 -1.5305
C 2.0171 3.5651 -3.4458
C 1.2122 -2.0437 2.8108
C -4.4755 -1.4684 -1.3476
H -3.6193 1.3618 4.6452
C -1.0180 -0.7873 2.7279
H -2.9144 -1.5317 0.1558
H -5.0842 -2.1028 -0.6937
C 1.8957 2.6662 0.7078
H -2.1527 4.3419 -2.3926
H 1.5749 -6.1113 -3.2736
C -2.8923 0.7596 4.1114
H -4.0340 -1.3372 -3.4416
O 1.4618 3.5505 1.4579
H 0.8957 -2.8238 3.5059
C 1.9932 3.0253 -0.7732
H 0.6159 1.9242 -3.5028
N -0.0738 -1.6225 0.7508
H 3.3630 4.6557 -0.5395
H -2.0595 -0.2858 -3.2465
H -5.0759 3.7366 -1.6954
C -6.1660 -1.5183 -3.2540
C -1.4515 -5.6533 -0.9344
H -3.4599 4.2617 -3.5744
H -1.3555 2.2788 -1.2258
H -0.1515 -4.4126 0.2440
N 1.2345 2.2895 -1.5853
C -0.2443 -5.0367 -0.6363
H 1.9582 -2.4526 2.1360
C 1.0753 -1.9886 -1.1378
H -4.8105 -0.4371 -1.1836
H -3.8599 1.8728 -2.9514
H -2.3016 -5.5185 -0.2767
C -3.1142 3.8692 -2.6128
C -4.7479 -1.8548 -2.8010
H -3.7577 3.9758 -0.5410
C -2.8994 2.3573 -2.7397
S 0.2989 -0.7950 -2.1686
C -2.1763 -0.2306 4.7905
C -1.2422 -0.9700 4.0976
Ge -1.8438 -0.1729 -1.6699
C 0.0320 -1.5221 2.0288
H -4.3103 5.3237 -1.5342
C -1.5726 -6.4400 -2.0700
H -6.3845 -0.4622 -3.0798
C -2.6748 0.9886 2.7746
H 3.4185 5.1353 -2.9925
H 3.0036 -5.1007 -1.5323
H -2.9422 1.8358 -0.6282
H -2.5989 -2.5686 -1.2341
C -3.0060 -1.6012 -0.9277
S 2.2753 -2.9136 -2.0648
C 1.2488 2.5580 -2.8878
C -0.4812 -6.6061 -2.9122
H -2.5127 -6.9273 -2.2969
H -3.2101 1.7722 2.2508
*
```

Charges in e, computed with Mulliken, in the same order as the atoms: number 1, H, carries 0.26; number 2, H, carries 0.37; number 3, O, carries -0.59; number 4, C, carries 0.00; number 5, C, carries -1.07; number 6, H, carries 0.32; number 7, H, carries 0.32; number 8, H, carries 0.29; number 9, H, carries 0.42; number 10, H, carries 0.40; number 11, H, carries 0.39; number 12, C, carries -0.16; number 13, H, carries 0.37; number 14, N, carries -0.81; number 15, C, carries -0.84; number 16, C, carries 0.40; number 17, Na, carries 0.69; number 18, O, carries -0.86; number 19, C, carries -0.85; number 20, H, carries 0.38; number 21, C, carries -0.48; number 22, C, carries -1.12; number 23, C, carries -1.02; number 24, C, carries -1.85; number 25, C, carries -1.00; number 26, H, carries 0.41; number 27, C, carries 1.25; number 28, H, carries 0.18; number 29, H, carries 0.52; number 30, C, carries 0.46; number 31, H, carries 0.30; number 32, H, carries 0.36; number 33, C, carries -0.51; number 34, H, carries 0.26; number 35, O, carries -0.74; number 36, H, carries 0.37; number 37, C, carries 0.63; number 38, H, carries 0.41; number 39, N, carries 0.88; number 40, H, carries 0.45; number 41, H, carries -0.20; number 42, H, carries 0.27; number 43, C, carries -1.41; number 44, C, carries -0.71; number 45, H, carries 0.38; number 46, H, carries 0.48; number 47, H, carries 0.39; number 48, N, carries 0.17; number 49, C, carries 0.13; number 50, H, carries 0.41; number 51, C, carries 0.35; number 52, H, carries 0.31; number 53, H, carries 0.21; number 54, H, carries 0.43; number 55, C, carries -0.63; number 56, C, carries -0.16; number 57, H, carries 0.25; number 58, C, carries -0.53; number 59, S, carries -0.42; number 60, C, carries -0.91; number 61, C, carries -0.74; number 62, Ge, carries 0.82; number 63, C, carries 0.36; number 64, H, carries 0.38; number 65, C, carries -0.45; number 66, H, carries 0.31; number 67, C, carries -0.89; number 68, H, carries 0.38; number 69, H, carries 0.54; number 70, H, carries 0.42; number 71, H, carries 0.26; number 72, C, carries -0.43; number 73, S, carries -0.16; number 74, C, carries -0.10; number 75, C, carries -0.50; number 76, H, carries 0.37; number 77, H, carries 0.44